1.
The following is a quantum chemistry calculation of a molecular structure, C26H26BN4PPtS2 at a distorted geometry, from the Open Molecules 2025 dataset.

```
! RIJCOSX wB97M-V def2-TZVPD def2/J DEFGRID3
* xyz 2 1
Pt -0.064 -0.560 -0.683
C 2.049 3.356 -2.504
N 2.047 2.037 -3.128
C 2.213 1.800 -4.454
C 2.208 0.443 -4.620
N 2.040 -0.140 -3.404
B 1.812 -1.729 -3.361
N 2.227 -2.302 -1.974
C 3.528 -2.394 -1.580
C 3.555 -2.925 -0.324
N 2.263 -3.172 0.031
C 1.834 -3.721 1.309
C 1.447 -2.786 -0.981
S -0.279 -2.939 -0.958
C 1.942 0.842 -2.493
S 1.842 0.665 -0.785
H 1.714 4.080 -3.242
H 3.053 3.609 -2.169
H 1.366 3.355 -1.660
H 2.333 2.595 -5.169
H 2.311 -0.145 -5.515
H 2.573 -2.144 -4.178
H 0.658 -1.961 -3.581
H 4.338 -2.101 -2.222
H 4.386 -3.171 0.315
H 2.634 -4.340 1.704
H 0.948 -4.330 1.157
H 1.616 -2.913 2.008
C 0.951 1.404 4.892
C 0.185 0.244 4.899
C -0.447 -0.172 3.741
C -0.316 0.590 2.578
C 0.479 1.742 2.563
C 1.101 2.151 3.727
P -1.204 0.151 1.112
C -2.650 -0.833 1.453
C -3.843 -0.137 1.666
C -4.990 -0.837 1.995
C -4.950 -2.218 2.115
C -3.761 -2.910 1.914
C -2.608 -2.222 1.584
C -1.610 1.585 0.113
C -2.246 2.817 0.215
C -2.340 3.573 -0.942
C -1.800 3.122 -2.143
C -1.102 1.920 -2.237
C -1.024 1.172 -1.077
H 1.435 1.731 5.802
H 0.076 -0.328 5.810
H -1.063 -1.063 3.748
H 0.601 2.313 1.650
H 1.701 3.050 3.733
H -3.882 0.940 1.569
H -5.918 -0.306 2.155
H -5.850 -2.762 2.366
H -3.737 -3.986 2.009
H -1.685 -2.763 1.426
H -2.666 3.166 1.149
H -2.846 4.528 -0.921
H -1.915 3.736 -3.027
H -0.670 1.591 -3.173
*
```

Results
- frontier orbital gap (alpha / beta) (eV) = 5.90 / 5.90
- electronic energy (a.u.) = -2506.8250

Löwdin atomic charge list, values in e, 4 entries: 0.774 0.008 -0.107 0.011

2.
The following is a quantum chemistry calculation of C5H7N3O in the gas phase at a distorted geometry, from the Open Molecules 2025 dataset.

```
! RIJCOSX wB97M-V def2-TZVPD def2/J DEFGRID3
* xyz 0 1
C -3.005 -0.318 0.037
C -1.708 0.448 -0.071
O -1.690 1.668 -0.173
N -0.615 -0.346 0.063
C 0.730 0.106 0.021
N 1.263 1.283 0.072
C 2.557 1.127 0.074
C 3.007 -0.079 -0.102
N 1.773 -0.825 -0.118
H -3.302 -0.927 -0.873
H -3.726 0.448 0.169
H -3.239 -0.674 0.850
H -0.692 -1.342 0.227
H 3.233 1.855 0.028
H 3.815 -0.511 0.004
H 1.599 -1.913 -0.209
*
```

Results
- SMILES = CC(=O)Nc1ncc[nH]1
- frontier orbital gap (eV) = 9.03
- electronic energy (a.u.) = -434.1519

Löwdin atomic charge list, values in e, 4 entries: 0.013 -0.499 0.077 0.149

3.
The following is a quantum chemistry calculation of 17 unconnected molecules or ions with the total composition C27H87NO19P at a distorted geometry, from the Open Molecules 2025 dataset.

```
! RIJCOSX wB97M-V def2-TZVPD def2/J DEFGRID3
* xyz 1 1
C 3.161 -2.941 -0.945
C 3.074 -1.639 -0.210
O 3.543 -1.475 0.876
N 2.390 -0.565 -0.894
C 3.275 0.615 -1.059
C 2.893 1.446 -2.305
C 3.177 2.954 -2.177
C 2.072 3.833 -1.532
P 1.084 3.108 -0.214
C -0.240 2.008 -0.740
C -1.145 1.645 0.478
C -1.690 0.202 0.357
C -3.112 0.058 0.933
O -4.038 -0.460 -0.053
C -4.299 0.354 -1.048
O -4.214 1.549 -0.993
H 2.195 -3.183 -1.404
H 3.440 -3.717 -0.221
H 3.941 -2.918 -1.717
H 1.614 -0.307 -0.284
H 3.287 1.237 -0.147
H 4.311 0.259 -1.158
H 3.521 1.085 -3.136
H 1.861 1.250 -2.625
H 4.134 3.138 -1.670
H 3.317 3.349 -3.193
H 2.558 4.714 -1.078
H 1.348 4.215 -2.266
H 0.422 4.162 0.425
H 1.864 2.523 0.785
H 0.180 1.094 -1.180
H -0.784 2.571 -1.514
H -0.549 1.738 1.398
H -1.987 2.348 0.528
H -1.710 -0.104 -0.702
H -1.004 -0.502 0.853
H -3.455 1.022 1.323
H -3.124 -0.641 1.774
H -4.587 -0.159 -1.975
C -1.584 -0.114 4.842
O -2.466 0.329 3.801
H -0.724 -0.588 4.370
H -1.240 0.734 5.441
H -2.077 -0.832 5.494
H -3.224 0.747 4.224
C -1.732 -1.147 8.773
O -2.148 -1.788 7.570
H -1.662 -0.079 8.579
H -2.453 -1.306 9.575
H -0.751 -1.518 9.086
H -2.201 -2.735 7.740
C 5.259 -6.491 -0.507
O 5.097 -5.389 -1.398
H 4.279 -6.941 -0.370
H 5.935 -7.241 -0.922
H 5.637 -6.163 0.465
H 5.964 -4.992 -1.527
C 7.100 4.115 -2.324
O 5.897 4.130 -3.116
H 7.130 3.169 -1.789
H 7.978 4.185 -2.964
H 7.099 4.930 -1.604
H 5.884 4.968 -3.589
C -3.469 -2.697 -6.213
O -2.605 -2.501 -5.089
H -3.407 -1.813 -6.840
H -3.162 -3.567 -6.796
H -4.501 -2.827 -5.886
H -2.662 -3.285 -4.534
C -0.978 -4.207 5.080
O -1.070 -4.224 6.502
H -1.676 -3.453 4.723
H 0.031 -3.932 4.769
H -1.252 -5.176 4.655
H -0.462 -4.885 6.845
C -5.282 -1.483 6.422
O -6.261 -0.454 6.317
H -4.342 -1.019 6.703
H -5.553 -2.209 7.193
H -5.150 -2.000 5.467
H -7.099 -0.858 6.073
C -0.457 -0.198 -4.825
O 0.367 0.748 -4.129
H -1.107 -0.680 -4.104
H -1.071 0.304 -5.575
H 0.157 -0.959 -5.308
H 0.943 1.157 -4.784
C -4.512 2.245 -4.656
O -4.600 2.957 -3.436
H -4.573 2.967 -5.468
H -3.560 1.708 -4.743
H -5.334 1.530 -4.770
H -4.549 2.329 -2.702
C -3.760 3.770 1.929
O -4.805 2.941 1.457
H -4.119 4.283 2.818
H -2.871 3.186 2.204
H -3.477 4.522 1.185
H -4.493 2.482 0.666
C -2.173 -0.231 12.410
O -3.067 0.218 11.399
H -1.323 -0.689 11.909
H -1.814 0.599 13.023
H -2.644 -0.977 13.056
H -3.825 0.624 11.832
C 7.927 4.211 1.908
O 7.162 4.718 0.816
H 8.878 3.873 1.502
H 8.118 4.986 2.652
H 7.427 3.366 2.386
H 6.321 5.025 1.169
C 10.500 3.346 -4.802
O 10.157 3.266 -3.422
H 9.820 4.059 -5.263
H 11.524 3.699 -4.938
H 10.384 2.379 -5.298
H 10.755 2.637 -3.007
C -6.588 -1.269 -7.345
O -5.716 -1.869 -8.297
H -6.296 -1.622 -6.359
H -6.510 -0.179 -7.365
H -7.627 -1.555 -7.525
H -5.981 -1.553 -9.167
C -5.925 -4.776 -10.238
O -6.387 -3.937 -11.293
H -4.913 -4.461 -9.997
H -6.549 -4.661 -9.349
H -5.911 -5.825 -10.541
H -7.283 -4.205 -11.516
C 2.321 -1.167 4.754
O 1.646 -2.101 3.920
H 1.677 -0.975 5.610
H 3.272 -1.568 5.111
H 2.506 -0.226 4.228
H 2.212 -2.278 3.160
*
```

Results
- frontier orbital gap (eV) = 8.95
- electronic energy (a.u.) = -2906.0390

Löwdin atomic charge list, values in e, 4 entries: 0.000 -0.509 0.106 0.023

4.
The following is a quantum chemistry calculation of C5H6OS2 in the gas phase at a distorted geometry, from the Open Molecules 2025 dataset.

```
! RIJCOSX wB97M-V def2-TZVPD def2/J DEFGRID3
* xyz 0 1
O 0.801 2.489 0.214
C 0.993 1.454 -0.398
C 0.514 0.078 -0.036
S 1.845 -1.262 0.076
C -0.537 -0.486 -1.068
C -1.658 -0.373 -0.002
S -3.292 -0.110 0.002
C -0.621 -0.150 1.107
H 1.468 1.341 -1.334
H 2.907 -0.614 0.926
H -0.534 -0.130 -2.148
H -0.404 -1.570 -1.077
H -0.461 -1.194 1.701
H -1.020 0.526 2.036
*
```

Results
- SMILES = O=CC1(S)CC(=S)C1
- frontier orbital gap (eV) = 8.35
- electronic energy (a.u.) = -1065.6194

Löwdin atomic charge list, values in e, 4 entries: 0.084 -0.259 -0.676 0.713

5.
The following is a quantum chemistry calculation of a molecular structure, C41H32N7O4Re, from the Open Molecules 2025 dataset.

```
! RIJCOSX wB97M-V def2-TZVPD def2/J DEFGRID3
* xyz 3 2
Re -0.086 0.285 0.491
C 1.698 -1.313 4.205
O 2.472 -1.735 3.026
C 1.887 -1.215 2.001
N 0.892 -0.385 2.196
C 0.852 -0.134 3.682
C 1.422 1.206 4.068
C 2.540 1.731 3.431
C 3.085 2.932 3.866
C 2.521 3.604 4.943
C 1.415 3.070 5.592
C 0.864 1.875 5.153
C 2.315 -1.498 0.633
C 3.387 -2.270 0.215
C 3.644 -2.348 -1.150
C 2.825 -1.666 -2.048
C 1.769 -0.935 -1.540
N 1.526 -0.852 -0.225
C 0.781 -0.131 -2.277
N -0.161 0.476 -1.623
C -0.820 1.411 -2.586
C -0.338 0.835 -3.927
O 0.869 0.054 -3.557
C -2.318 1.448 -2.450
C -3.026 0.292 -2.133
C -4.413 0.323 -2.070
C -5.093 1.505 -2.331
C -4.386 2.653 -2.660
C -3.000 2.626 -2.719
H 2.410 -1.022 4.971
H 1.120 -2.181 4.518
H -0.178 -0.224 4.026
H 3.005 1.217 2.598
H 3.960 3.334 3.374
H 2.953 4.533 5.288
H 0.987 3.581 6.444
H 0.003 1.460 5.664
H 4.008 -2.774 0.943
H 4.479 -2.932 -1.513
H 2.996 -1.697 -3.116
H -0.390 2.398 -2.411
H -0.047 1.577 -4.662
H -1.043 0.122 -4.352
H -2.502 -0.643 -1.977
H -4.967 -0.580 -1.847
H -6.173 1.528 -2.295
H -4.915 3.571 -2.874
H -2.454 3.529 -2.964
N -3.268 -0.455 1.301
C -2.785 0.638 1.981
C -3.693 1.288 2.826
C -3.292 2.390 3.532
C -1.969 2.826 3.409
C -1.133 2.149 2.575
N -1.518 1.061 1.833
C -2.701 -1.436 0.534
C -3.576 -2.463 0.131
C -3.111 -3.500 -0.621
C -1.748 -3.523 -0.956
C -0.959 -2.502 -0.532
N -1.397 -1.423 0.199
H -4.252 -0.608 1.466
H -4.704 0.912 2.907
H -3.990 2.905 4.179
H -1.598 3.684 3.950
H -0.105 2.449 2.462
H -4.616 -2.416 0.429
H -3.777 -4.291 -0.938
H -1.320 -4.330 -1.533
H 0.088 -2.520 -0.766
O 3.205 1.162 0.244
C 2.423 2.072 0.137
N 1.014 1.918 0.333
C 0.375 3.153 0.012
O -0.828 3.233 -0.057
C 1.431 4.148 -0.252
C 1.343 5.493 -0.557
C 2.540 6.173 -0.768
C 3.770 5.522 -0.682
C 3.850 4.164 -0.381
C 2.659 3.497 -0.169
H 0.389 5.998 -0.620
H 2.519 7.229 -1.001
H 4.677 6.084 -0.855
H 4.802 3.656 -0.318
*
```

Results
- ⟨S²⟩ = 0.759
- frontier orbital gap (alpha / beta) (eV) = 5.80 / 6.13
- electronic energy (a.u.) = -2343.3640

Löwdin atomic charge list, values in e, 4 entries: 1.738 0.024 0.123 -0.295

6.
The following is a quantum chemistry calculation of a molecular structure, C23H14BrIN5O10P2S3Y at a distorted geometry, from the Open Molecules 2025 dataset.

```
! RIJCOSX wB97M-V def2-TZVPD def2/J DEFGRID3
* xyz -2 1
Y -0.259 0.138 0.566
S 2.445 0.501 0.618
C 2.751 2.214 0.686
C 4.083 2.645 0.658
C 4.428 3.985 0.713
C 5.813 4.366 0.691
N 6.922 4.670 0.677
C 3.417 4.954 0.795
C 2.093 4.542 0.820
C 1.734 3.195 0.771
S 0.025 2.813 0.850
C 3.725 6.354 0.855
N 3.948 7.482 0.907
H 4.864 1.900 0.594
H 1.311 5.286 0.882
O -2.104 -2.388 0.332
P -3.150 -1.174 0.600
O -4.499 -1.511 0.141
O -2.375 0.015 0.039
O -3.114 -1.049 2.218
P -1.862 -0.552 3.137
O -1.831 1.034 2.823
O -2.119 -0.876 4.539
O -0.590 -0.963 2.399
H -2.492 -3.206 0.670
H -2.381 1.576 3.396
Br 1.770 1.606 -4.979
C 0.004 0.930 -5.044
C -0.401 0.295 -6.212
C -1.677 -0.235 -6.304
C -2.550 -0.127 -5.230
C -2.140 0.511 -4.071
C -0.858 1.045 -3.963
I -0.362 2.004 -2.151
H 0.292 0.213 -7.038
H -1.985 -0.733 -7.214
H -3.549 -0.540 -5.289
H -2.819 0.601 -3.230
O 4.182 -7.190 -3.059
S 3.240 -8.066 -3.722
O 3.583 -8.418 -5.087
O 2.750 -9.167 -2.910
C 1.730 -7.056 -3.911
N 0.748 -7.595 -4.642
C -0.372 -6.899 -4.724
C -0.548 -5.673 -4.100
C 0.537 -5.192 -3.385
N 1.669 -5.885 -3.289
C 0.489 -3.895 -2.653
C 1.417 -3.621 -1.653
C 1.323 -2.431 -0.957
N 0.375 -1.513 -1.192
C -0.504 -1.778 -2.161
C -0.475 -2.930 -2.918
H -1.175 -7.340 -5.308
H -1.489 -5.146 -4.161
H 2.198 -4.337 -1.438
H 2.042 -2.189 -0.183
H -1.272 -1.038 -2.324
H -1.211 -3.060 -3.699
*
```

Results
- frontier orbital gap (eV) = 7.05
- electronic energy (a.u.) = -6699.0351

Löwdin atomic charge list, values in e, 4 entries: 1.000 0.532 -0.706 -0.075

7.
The following is a quantum chemistry calculation of a molecular structure, C36H38BrIrNPSe2Te, from the Open Molecules 2025 dataset.

```
! RIJCOSX wB97M-V def2-TZVPD def2/J DEFGRID3
* xyz 1 2
Ir -0.052 0.014 0.564
Se 1.444 1.661 1.737
P 1.327 2.863 -0.084
Se -0.056 1.708 -1.319
C 0.724 4.525 0.249
C 0.092 5.234 -0.769
C -0.317 6.537 -0.542
C -0.095 7.130 0.694
C 0.531 6.421 1.709
C 0.939 5.114 1.491
C 2.936 3.056 -0.879
C 3.111 2.799 -2.234
C 4.357 2.996 -2.814
C 5.419 3.444 -2.045
C 5.243 3.703 -0.691
C 4.004 3.512 -0.107
H -0.090 4.767 -1.730
H -0.814 7.090 -1.328
H -0.419 8.147 0.869
H 0.693 6.881 2.674
H 1.402 4.550 2.292
H 2.279 2.449 -2.833
H 4.494 2.800 -3.869
H 6.389 3.594 -2.500
H 6.073 4.053 -0.092
H 3.870 3.709 0.951
Te -1.540 -1.567 -0.984
C -3.023 -2.467 0.202
C -2.880 -3.832 0.426
C -3.808 -4.501 1.211
C -4.879 -3.808 1.754
C -5.027 -2.449 1.511
C -4.098 -1.770 0.736
C -2.740 -0.258 -2.106
C -2.915 -0.556 -3.453
C -3.714 0.264 -4.236
C -4.335 1.369 -3.673
C -4.155 1.663 -2.328
C -3.352 0.854 -1.537
H -2.053 -4.378 -0.015
H -3.700 -5.563 1.386
H -5.608 -4.329 2.361
H -5.868 -1.911 1.928
H -4.219 -0.712 0.556
H -2.437 -1.423 -3.893
H -3.854 0.036 -5.284
H -4.960 2.006 -4.285
H -4.635 2.529 -1.891
H -3.193 1.100 -0.495
Br -1.950 0.823 1.848
C 1.048 -5.516 -1.048
C 1.340 -4.078 -0.729
C 1.999 -3.263 -1.658
C 2.285 -1.934 -1.401
C 3.045 -1.081 -2.372
C 1.898 -1.406 -0.162
C 1.183 -2.199 0.757
C 0.919 -3.541 0.481
N 0.563 -1.447 1.758
C 0.348 -1.919 3.143
C 1.468 -2.888 3.533
C -1.039 -2.567 3.240
C 0.413 -0.708 4.076
H 1.443 -5.794 -2.023
H -0.028 -5.700 -1.053
H 1.489 -6.176 -0.300
H 2.308 -3.696 -2.602
H 2.892 -1.418 -3.396
H 4.116 -1.125 -2.161
H 2.736 -0.038 -2.291
H 2.279 -0.437 0.162
H 0.337 -4.136 1.172
H 1.410 -3.841 3.010
H 1.411 -3.087 4.602
H 2.442 -2.443 3.325
H -1.146 -3.434 2.589
H -1.813 -1.845 2.983
H -1.193 -2.898 4.268
H 1.379 -0.207 3.989
H 0.313 -1.055 5.104
H -0.382 0.003 3.870
*
```

Results
- ⟨S²⟩ = 0.766
- frontier orbital gap (alpha / beta) (eV) = 7.31 / 6.21
- electronic energy (a.u.) = -9539.8306

Löwdin atomic charge list, values in e, 4 entries: 0.291 0.400 0.286 0.372

8.
The following is a quantum chemistry calculation of 2 unconnected molecules or ions with the total composition C5H16N3, from the Open Molecules 2025 dataset.

```
! RIJCOSX wB97M-V def2-TZVPD def2/J DEFGRID3
* xyz 1 1
C 0.472 -2.687 1.334
C -0.966 -2.219 1.463
C -2.326 -1.258 -0.166
N -1.267 -1.136 0.504
H 0.649 -3.481 2.054
H 0.641 -3.109 0.343
H 1.204 -1.898 1.506
H -1.170 -1.828 2.458
H -1.649 -3.050 1.278
H -2.976 -2.129 -0.086
H -2.630 -0.492 -0.872
C 1.269 1.888 -1.453
N 1.028 2.997 -2.362
C 0.284 1.995 -0.295
N 0.559 0.911 0.719
H 2.287 1.944 -1.061
H 1.149 0.890 -1.901
H 1.819 3.110 -2.982
H 0.245 2.797 -2.966
H -0.742 1.865 -0.633
H 0.367 2.950 0.215
H 0.266 1.244 1.634
H -0.057 0.038 0.525
H 1.545 0.656 0.745
*
```

Results
- frontier orbital gap (eV) = 10.40
- electronic energy (a.u.) = -364.1186

Löwdin atomic charge list, values in e, 4 entries: -0.085 -0.263 0.015 -0.075

> Among the records above, which one has the highest electronic energy?

C5H16N3

> The highest electronic energy belongs to which entry?

C5H16N3

> Which value of electronic energy does entry 6 give?

-6699.0351 a.u.

> Which of these has the highest electronic energy?

C5H16N3